No. 1
4 unconnected molecules or ions with the total composition C51H45N4O6S2, computed with ωB97M-V with the def2-TZVPD basis set.

XYZ file:
```
108
Properties=species:S:1:pos:R:3
C -0.694 -0.759 -1.640
C -0.444 -2.150 -1.066
N 0.459 -2.218 0.095
C 1.738 -1.502 -0.071
C 2.462 -1.845 -1.361
C -0.117 -2.060 1.321
S -1.561 -1.380 1.664
S 0.857 -2.838 2.638
C 1.602 -1.478 3.619
C 0.916 -0.112 3.598
C 0.689 0.390 5.013
N 0.115 1.774 5.025
C 0.520 2.647 5.984
N 1.618 3.440 5.806
N -0.170 2.829 7.092
H 0.136 -0.406 -2.251
H -1.570 -0.795 -2.287
H -0.904 -0.026 -0.863
H 0.006 -2.782 -1.832
H -1.381 -2.620 -0.779
H 2.376 -1.806 0.760
H 1.579 -0.423 0.036
H 2.342 -2.899 -1.607
H 3.523 -1.629 -1.258
H 2.104 -1.261 -2.207
H 2.640 -1.386 3.307
H 1.610 -1.875 4.636
H -0.050 -0.154 3.096
H 1.522 0.616 3.056
H 1.619 0.396 5.585
H -0.015 -0.267 5.526
H -0.900 1.761 4.994
H 1.844 3.523 4.819
H 2.457 3.165 6.309
H -0.720 2.089 7.503
H -0.144 3.724 7.562
C -1.001 0.757 -10.562
C -2.352 0.484 -10.743
C -3.231 0.584 -9.679
C -2.762 0.953 -8.424
C -1.403 1.213 -8.238
C -0.526 1.121 -9.313
C -0.862 1.578 -6.898
O 0.316 1.811 -6.731
C -1.827 1.640 -5.760
C -1.346 1.935 -4.489
C -2.221 2.006 -3.420
C -3.582 1.789 -3.610
C -4.065 1.494 -4.874
C -3.189 1.413 -5.950
C -3.734 1.068 -7.299
O -4.919 0.887 -7.466
H -0.317 0.684 -11.398
H -2.718 0.192 -11.719
H -4.286 0.381 -9.801
H 0.521 1.335 -9.151
H -0.286 2.104 -4.362
H -1.841 2.230 -2.431
H -4.264 1.847 -2.772
H -5.118 1.319 -5.046
C 6.858 3.223 -5.850
C 5.725 2.433 -5.688
C 5.524 1.743 -4.504
C 6.460 1.833 -3.480
C 7.604 2.616 -3.650
C 7.795 3.315 -4.835
C 8.641 2.710 -2.584
O 9.629 3.395 -2.719
C 8.420 1.917 -1.335
C 9.396 1.941 -0.346
C 9.215 1.219 0.821
C 8.054 0.475 1.008
C 7.079 0.449 0.026
C 7.260 1.165 -1.152
C 6.210 1.096 -2.211
O 5.189 0.461 -2.042
H 7.009 3.766 -6.774
H 4.998 2.357 -6.485
H 4.647 1.127 -4.359
H 8.683 3.922 -4.944
H 10.290 2.526 -0.512
H 9.980 1.231 1.586
H 7.918 -0.091 1.921
H 6.174 -0.130 0.147
C -3.089 -1.360 4.682
C -2.900 -2.713 4.415
C -3.875 -3.628 4.771
C -5.042 -3.199 5.396
C -5.222 -1.848 5.679
C -4.241 -0.931 5.315
C -6.443 -1.354 6.382
O -6.588 -0.173 6.620
C -7.459 -2.365 6.784
C -8.586 -1.944 7.480
C -9.550 -2.865 7.854
C -9.396 -4.208 7.531
C -8.274 -4.634 6.841
C -7.298 -3.717 6.470
C -6.088 -4.207 5.750
O -5.950 -5.374 5.461
H -2.332 -0.642 4.392
H -1.993 -3.050 3.931
H -3.752 -4.684 4.571
H -4.409 0.114 5.540
H -8.691 -0.895 7.718
H -10.426 -2.537 8.398
H -10.154 -4.924 7.820
H -8.135 -5.675 6.583
```

The net charge is +1. Its spin multiplicity is 1. The calculation puts the LUMO energy at -3.99 eV. The HOMO-LUMO gap comes out at 0.2376 Eh.

These are the Löwdin partial charges, in e, on atoms 1 to 99: -0.093 -0.237 -0.202 -0.227 -0.063 -1.041 0.767 0.897 -0.456 -0.251 -0.165 0.086 -0.431 0.197 0.257 0.063 0.079 0.051 0.117 0.099 0.087 0.126 0.088 0.067 0.069 0.071 0.068 0.022 0.119 0.130 0.126 0.145 0.124 0.134 0.147 0.146 -0.053 -0.051 0.001 -0.082 -0.085 -0.002 -0.278 0.102 -0.081 -0.009 -0.076 -0.056 0.002 -0.079 -0.277 0.113 0.109 0.110 0.122 0.119 0.119 0.103 0.108 0.122 -0.049 -0.050 -0.001 -0.085 -0.083 0.003 -0.276 0.115 -0.079 0.002 -0.055 -0.063 -0.010 -0.083 -0.274 0.088 0.110 0.110 0.119 0.122 0.123 0.109 0.104 0.112 -0.106 -0.087 0.012 -0.075 -0.083 -0.011 -0.278 0.101 -0.086 0.000 -0.051 -0.049 0.003 -0.083 -0.275


No. 2
A molecular structure, C51H47AsBr2N6O3P2RuS2Se2, computed with ωB97M-V with the def2-TZVPD basis set.

XYZ file:
```
117
Properties=species:S:1:pos:R:3
Ru -0.269 -0.656 -0.597
Br -1.588 2.063 2.023
C -3.116 0.989 1.601
Br -3.132 0.483 -0.285
H -4.014 1.568 1.805
H -3.058 0.072 2.194
Se 4.583 1.532 4.269
P 3.855 -0.398 3.772
C 3.562 -1.331 5.305
C 4.690 -1.803 5.973
C 4.549 -2.412 7.205
C 3.295 -2.538 7.782
C 2.180 -2.042 7.131
C 2.314 -1.432 5.895
C 5.036 -1.442 2.858
C 6.071 -0.848 2.149
C 7.002 -1.648 1.513
C 6.894 -3.028 1.568
C 5.850 -3.617 2.266
C 4.921 -2.829 2.918
C 2.452 -0.175 2.678
C 1.179 -0.640 2.335
N 0.815 0.095 1.254
N 1.779 0.927 0.960
N 2.765 0.785 1.783
P -0.016 -1.789 2.996
Se -1.542 -2.195 1.530
C -0.783 -1.071 4.479
C -1.729 -1.836 5.155
C -2.268 -1.362 6.338
C -1.880 -0.126 6.836
C -0.986 0.662 6.126
C -0.441 0.197 4.941
C 0.904 -3.304 3.381
C 1.666 -3.791 2.321
C 2.338 -4.992 2.446
C 2.266 -5.697 3.638
C 1.516 -5.205 4.696
C 0.820 -4.013 4.571
H 5.667 -1.686 5.523
H 5.419 -2.777 7.728
H 3.193 -3.015 8.745
H 1.207 -2.111 7.594
H 1.454 -1.032 5.386
H 6.144 0.233 2.117
H 7.825 -1.198 0.980
H 7.623 -3.647 1.068
H 5.765 -4.692 2.310
H 4.115 -3.280 3.482
H -2.033 -2.793 4.749
H -2.984 -1.964 6.877
H -2.272 0.221 7.780
H -0.704 1.636 6.498
H 0.265 0.808 4.394
H 1.722 -3.230 1.396
H 2.911 -5.377 1.614
H 2.794 -6.634 3.740
H 1.462 -5.763 5.619
H 0.225 -3.638 5.390
C -1.992 4.659 -3.070
N -1.511 3.354 -2.697
C -1.610 2.179 -3.529
C -0.858 1.167 -2.670
O -0.611 0.005 -2.968
N -0.505 1.746 -1.512
C -0.844 3.036 -1.577
N -0.533 3.892 -0.616
H -2.536 4.577 -4.008
H -1.158 5.353 -3.205
H -2.670 5.054 -2.312
H -1.148 2.317 -4.509
H -2.648 1.852 -3.667
H 0.008 3.539 0.158
H -0.709 4.878 -0.696
C -1.602 -5.104 -3.149
O -0.442 -4.690 -2.451
C -0.462 -3.529 -1.835
S -1.780 -2.486 -1.873
S 0.904 -3.134 -0.947
H -1.502 -6.177 -3.285
H -1.656 -4.595 -4.114
H -2.494 -4.867 -2.565
O 1.932 -0.473 -1.435
As 2.233 -0.228 -3.015
C 1.532 -1.601 -4.214
C 0.474 -1.454 -5.098
C 0.029 -2.551 -5.819
C 0.644 -3.784 -5.677
C 1.716 -3.926 -4.810
C 2.156 -2.835 -4.077
C 4.166 -0.322 -3.183
C 4.773 -0.214 -4.428
C 6.153 -0.176 -4.518
C 6.924 -0.243 -3.366
C 6.319 -0.357 -2.126
C 4.938 -0.393 -2.032
C 1.933 1.632 -3.503
C 2.182 2.516 -2.460
C 2.086 3.881 -2.666
C 1.730 4.362 -3.918
C 1.487 3.478 -4.956
C 1.596 2.109 -4.760
H -0.016 -0.496 -5.214
H -0.811 -2.439 -6.490
H 0.287 -4.634 -6.243
H 2.204 -4.882 -4.698
H 2.987 -2.930 -3.380
H 4.157 -0.158 -5.320
H 6.622 -0.090 -5.487
H 8.001 -0.199 -3.439
H 6.918 -0.409 -1.228
H 4.442 -0.475 -1.069
H 2.438 2.109 -1.483
H 2.296 4.563 -1.855
H 1.654 5.426 -4.090
H 1.218 3.859 -5.930
H 1.431 1.421 -5.582
```

The energy relative to the best compared isomer or geometry (same formula, charge and spin) comes out at 15.2 kcal/mol. The net charge is +1. Its spin multiplicity is 2. The calculation puts the LUMO energy (spin up / spin down) at -4.26 / -2.99 eV. The HOMO-LUMO gap (spin up / spin down) comes out at 0.1708 / 0.2177 Eh.

These are the Löwdin partial charges, in e, on atoms 1 to 99: 0.908 0.676 -1.000 0.623 0.008 -0.052 0.268 0.533 -0.357 -0.088 -0.062 -0.072 -0.075 -0.092 -0.340 -0.094 -0.085 -0.072 -0.073 -0.092 -0.408 -0.433 -0.194 -0.062 -0.012 0.669 0.415 -0.372 -0.106 -0.063 -0.059 -0.054 -0.125 -0.338 -0.132 -0.078 -0.060 -0.055 -0.075 0.115 0.109 0.106 0.106 0.060 0.077 0.100 0.106 0.104 0.092 0.108 0.111 0.111 0.116 0.098 0.022 0.115 0.111 0.112 0.097 -0.011 -0.069 -0.018 -0.565 -0.138 0.095 -0.436 0.231 0.102 0.090 0.099 0.131 0.147 0.082 0.121 -0.087 -0.184 -1.240 0.638 0.786 0.104 0.087 0.069 -0.584 1.206 -0.287 -0.100 -0.070 -0.083 -0.068 -0.126 -0.294 -0.095 -0.074 -0.070 -0.064 -0.077 -0.289 -0.100 -0.076


No. 3
A molecular structure, C51H47FeN8O17, computed with ωB97M-V with the def2-TZVPD basis set.

XYZ file:
```
124
Properties=species:S:1:pos:R:3
Fe -0.517 1.201 1.794
C -0.380 0.337 -1.522
C -0.569 -0.741 -0.507
C 0.644 -1.712 -0.489
O -0.703 -0.289 0.788
H -0.299 -0.074 -2.499
H 0.480 0.792 -1.131
H -1.176 1.117 -1.472
H -1.501 -1.334 -0.606
H 0.488 -2.529 0.136
H 1.546 -1.124 -0.344
H 0.724 -2.219 -1.435
C -5.108 -2.288 3.861
C -6.281 -1.793 3.262
C -6.197 -1.008 2.090
C -4.966 -0.843 1.563
C -3.797 -1.346 2.096
C -3.871 -2.095 3.262
N -4.811 0.027 0.357
O -5.774 0.605 -0.060
O -3.701 0.068 -0.160
H -5.124 -2.693 4.855
H -7.197 -1.804 3.834
H -7.046 -0.360 1.752
H -2.792 -1.122 1.654
H -2.993 -2.380 3.722
C -1.584 6.984 -2.268
C -2.507 6.197 -1.595
C -2.028 5.050 -0.957
C -0.665 4.778 -1.017
C 0.242 5.429 -1.861
C -0.232 6.629 -2.375
N -0.144 3.625 -0.233
O -0.966 3.049 0.523
O 1.042 3.452 -0.156
H -1.839 7.949 -2.677
H -3.557 6.340 -1.590
H -2.576 4.341 -0.299
H 1.269 5.082 -1.921
H 0.482 7.212 -2.931
C 4.698 -3.517 -3.960
C 3.745 -3.838 -3.064
C 3.821 -3.505 -1.699
C 4.926 -2.776 -1.314
C 6.007 -2.595 -2.137
C 5.843 -2.904 -3.479
N 5.052 -2.526 0.191
O 6.074 -1.981 0.644
O 4.113 -2.830 0.891
H 4.526 -3.833 -4.981
H 2.899 -4.365 -3.514
H 3.012 -3.784 -1.044
H 6.917 -2.146 -1.821
H 6.668 -2.637 -4.114
C 4.972 0.744 0.374
C 5.405 1.653 1.371
C 4.426 2.285 2.131
C 3.093 1.990 1.909
C 2.696 1.011 0.963
C 3.651 0.485 0.131
N 2.107 2.741 2.668
O 0.935 2.304 2.677
O 2.355 3.741 3.269
H 5.743 0.330 -0.344
H 6.471 1.901 1.452
H 4.499 3.030 2.879
H 1.685 0.734 0.728
H 3.366 -0.048 -0.724
C 2.098 -1.348 -6.229
C 3.356 -0.893 -6.636
C 4.165 -0.217 -5.797
C 3.831 0.038 -4.506
C 2.546 -0.352 -4.043
C 1.734 -1.099 -4.905
N 4.840 0.557 -3.567
O 4.536 1.028 -2.466
O 6.011 0.573 -3.881
H 1.481 -1.940 -6.890
H 3.630 -0.899 -7.664
H 5.129 0.129 -6.077
H 2.110 -0.129 -3.079
H 0.703 -1.305 -4.578
C -6.633 2.772 4.849
C -5.564 3.165 5.606
C -4.292 3.078 5.092
C -4.156 2.632 3.836
C -5.178 2.276 3.005
C -6.424 2.386 3.534
N -2.711 2.490 3.425
O -1.865 3.025 4.099
O -2.479 1.972 2.308
H -7.608 2.890 5.342
H -5.712 3.592 6.648
H -3.393 3.350 5.623
H -5.041 2.067 1.955
H -7.342 2.299 2.950
C -4.312 -3.396 -2.651
C -3.304 -2.494 -2.453
C -2.011 -2.759 -2.949
C -1.851 -3.874 -3.773
C -2.816 -4.840 -3.918
C -4.069 -4.582 -3.342
N -0.536 -4.017 -4.376
O 0.454 -3.838 -3.693
O -0.490 -4.226 -5.565
H -5.340 -3.279 -2.374
H -3.563 -1.604 -1.910
H -1.268 -2.046 -2.717
H -2.656 -5.763 -4.421
H -4.851 -5.280 -3.589
C 3.342 -1.777 4.595
C 2.929 -1.090 5.738
C 1.628 -0.495 5.680
C 0.859 -0.538 4.569
C 1.298 -1.098 3.430
C 2.455 -1.801 3.502
N -0.478 0.078 4.683
O -1.113 0.114 3.632
O -0.940 0.479 5.750
H 4.303 -2.296 4.531
H 3.625 -0.768 6.525
H 1.365 0.069 6.597
H 0.954 -0.896 2.401
H 2.889 -2.294 2.614
```

The net charge is +1. Its spin multiplicity is 5. The calculation puts the LUMO energy (spin up / spin down) at -3.37 / -3.46 eV. The HOMO-LUMO gap (spin up / spin down) comes out at 0.2880 / 0.2824 Eh.

These are the Löwdin partial charges, in e, on atoms 1 to 99: 0.812 -0.030 -0.544 -0.015 -0.317 0.060 0.045 0.100 0.115 0.070 0.055 0.055 -0.051 -0.040 -0.019 -0.178 0.007 -0.050 -0.343 0.085 0.045 0.106 0.105 0.139 0.117 0.084 -0.049 -0.041 0.013 -0.132 0.016 -0.050 -0.263 -0.028 0.119 0.112 0.104 0.133 0.125 0.110 -0.076 -0.072 0.016 -0.133 -0.010 -0.057 -0.306 0.051 0.048 0.121 0.103 0.115 0.118 0.112 -0.059 -0.005 0.015 -0.130 0.009 -0.087 -0.278 -0.054 0.164 0.127 0.124 0.111 0.065 0.073 -0.029 -0.061 -0.038 -0.133 0.023 -0.067 -0.309 0.041 0.085 0.113 0.109 0.120 0.094 0.099 -0.060 -0.058 -0.009 -0.131 -0.004 -0.061 -0.247 0.116 -0.025 0.125 0.143 0.130 0.113 0.124 -0.069 -0.046 0.025


No. 4
A molecular structure, C51H47KN14O6, computed with ωB97M-V with the def2-TZVPD basis set.

XYZ file:
```
119
Properties=species:S:1:pos:R:3
K -0.686 -0.457 0.007
C -1.385 4.283 8.516
O -0.964 2.953 8.475
C -0.592 2.364 7.235
C 0.300 1.306 7.298
C 0.573 0.596 6.136
C -0.017 0.969 4.866
C -0.967 2.016 4.936
C -1.067 2.816 6.082
C 0.379 0.369 3.615
C 1.063 1.297 2.784
C 1.921 2.308 3.158
C 2.624 2.674 2.073
C 2.165 1.938 0.961
N 1.179 1.132 1.409
C 2.490 2.051 -0.398
C 2.008 1.163 -1.398
C 1.515 1.535 -2.706
C 0.859 0.444 -3.217
C 1.122 -0.657 -2.264
C 0.993 -1.974 -2.595
C 0.270 -2.285 -3.895
C -1.059 -2.846 -3.873
C -1.816 -2.964 -4.963
C -1.300 -2.463 -6.124
O -2.236 -2.469 -7.141
C -1.886 -1.750 -8.311
C -0.007 -2.007 -6.251
C 0.760 -1.947 -5.068
C 0.932 -3.022 -1.648
N 0.681 -2.798 -0.321
C 0.620 -4.007 0.271
C 0.287 -4.139 1.618
C -0.027 -5.513 2.015
C 0.905 -6.533 2.034
C 0.564 -7.864 2.409
C -0.772 -8.083 2.829
O -1.222 -9.334 2.964
C -2.138 -9.835 1.940
C -1.714 -7.046 2.924
C -1.340 -5.803 2.414
C 0.148 -2.950 2.549
C -0.409 -3.123 3.970
C -0.304 -1.887 4.552
C 0.231 -0.984 3.385
N 0.402 -1.682 2.262
C 0.762 -5.052 -0.758
C 0.965 -4.426 -1.897
N 1.786 -0.157 -1.208
C 3.453 3.193 -1.017
C 4.317 2.890 -2.060
C 5.190 3.806 -2.587
C 5.210 5.100 -2.113
O 6.083 6.049 -2.651
C 6.108 7.379 -2.348
C 4.288 5.438 -1.126
C 3.454 4.500 -0.588
H -1.405 4.685 9.568
H -2.477 4.338 8.215
H -0.713 4.919 7.870
H 0.876 1.147 8.230
H 1.266 -0.204 6.174
H -1.555 2.327 4.099
H -1.715 3.660 6.063
H 1.983 2.600 4.215
H 3.385 3.423 2.180
H 1.495 2.568 -3.139
H 0.119 0.504 -4.029
H -1.483 -2.865 -2.829
H -2.909 -3.154 -5.034
H -2.822 -1.680 -8.890
H -1.067 -2.291 -8.840
H -1.471 -0.780 -7.958
H 0.307 -1.526 -7.221
H 1.723 -1.408 -5.168
H 1.886 -6.224 1.861
H 1.215 -8.753 2.148
H -1.895 -10.873 1.946
H -2.028 -9.371 0.917
H -3.139 -9.658 2.355
H -2.771 -7.194 3.187
H -2.038 -4.972 2.513
H -0.605 -4.064 4.358
H -0.629 -1.608 5.600
H 0.831 -6.136 -0.672
H 1.060 -4.957 -2.874
H 4.428 1.764 -2.119
H 5.942 3.599 -3.335
H 6.524 7.903 -3.284
H 6.744 7.545 -1.497
H 5.092 7.733 -2.036
H 4.136 6.395 -0.699
H 2.801 4.755 0.227
N -4.831 1.629 -4.639
N -3.947 1.507 -3.528
C -2.687 1.957 -3.631
N -2.036 1.880 -2.478
N -2.183 2.262 -4.820
N -1.050 2.941 -4.932
O -0.813 3.875 -4.148
O -0.316 2.696 -5.866
H -5.091 0.705 -4.918
H -4.364 2.126 -5.420
H -4.449 1.915 -2.635
H -2.600 1.815 -1.593
H -1.068 2.136 -2.294
C 0.185 4.321 0.495
H 0.472 5.080 0.181
H 0.454 3.413 0.111
H 0.360 4.317 1.742
N -4.754 1.720 -0.736
N -4.176 1.808 0.484
N -3.032 1.251 0.740
C -2.840 1.507 2.045
N -3.816 2.251 2.576
N -4.697 2.462 1.622
H -5.713 1.920 -0.608
H -0.942 4.603 0.491
H -1.856 1.249 2.492
```

The energy relative to the best compared isomer or geometry (same formula, charge and spin) comes out at 97.3 kcal/mol. The net charge is -2. Its spin multiplicity is 1. The calculation puts the LUMO energy (spin up / spin down) at 3.62 / 3.62 eV. The HOMO-LUMO gap (spin up / spin down) comes out at 0.1837 / 0.1836 Eh.

These are the Löwdin partial charges, in e, on atoms 1 to 99: 0.717 -0.143 -0.132 -0.293 -0.016 -0.021 -0.185 0.025 -0.030 -0.127 -0.258 -0.060 -0.067 -0.315 0.102 -0.014 -0.302 -0.040 -0.028 -0.342 -0.083 -0.198 -0.004 -0.032 -0.311 -0.124 -0.100 -0.009 -0.065 -0.270 0.081 -0.257 -0.061 -0.228 -0.034 0.016 -0.359 -0.145 -0.048 -0.011 -0.027 -0.193 -0.021 0.008 -0.236 0.071 -0.034 -0.068 0.098 -0.129 -0.041 -0.020 -0.245 -0.117 -0.137 -0.025 -0.048 0.087 0.097 0.106 0.121 0.100 0.077 0.103 0.118 0.095 0.121 0.103 0.147 0.139 0.092 0.092 0.096 0.115 0.136 0.099 0.125 0.066 0.115 0.081 0.117 0.119 0.057 0.106 0.098 0.122 0.148 0.114 0.115 0.074 0.089 0.091 0.095 0.005 -0.040 -0.452 0.200 0.122 -0.491


Number 1: F_max 0.0233 Eh/bohr. Number 2: F_max 0.0745 Eh/bohr. Number 3: F_max 0.0748 Eh/bohr. Number 4: F_max 0.3006 Eh/bohr.